C19H28N2O3S in the gas phase. Source: the OMol25 dataset; level of theory: ωB97M-V with the def2-TZVPD basis set.

**Total energy**: -1474.2311 hartree
**Charge**: 0
**Kohn-Sham gap**: 9.13 eV
**Structure (SMILES)**: CCNS(=O)(=O)c1ccc(CCC(=O)NCCC2=CCCCC2)cc1

Geometry as XYZ:
```
53
Properties=species:S:1:pos:R:3:nbo_charge:R:1
C 2.682 3.035 -5.032 -0.625
C 2.245 1.582 -4.886 -0.226
N 2.404 1.075 -3.537 -0.858
S 1.291 1.616 -2.396 2.302
O 1.942 2.496 -1.466 -0.941
O 0.117 2.074 -3.080 -0.941
C 0.906 0.087 -1.564 -0.360
C 0.034 -0.798 -2.167 -0.167
C -0.294 -1.972 -1.515 -0.252
C 0.222 -2.251 -0.250 0.021
C 1.111 -1.353 0.328 -0.218
C 1.466 -0.190 -0.334 -0.118
H 2.156 0.520 0.092 0.235
H 1.522 -1.562 1.303 0.221
C -0.178 -3.502 0.479 -0.418
H 0.292 -3.519 1.463 0.222
H 0.179 -4.372 -0.081 0.223
C -1.698 -3.636 0.656 -0.481
C -2.283 -2.516 1.506 0.681
O -2.503 -2.649 2.693 -0.638
N -2.576 -1.391 0.821 -0.619
H -2.273 -1.298 -0.136 0.401
C -3.250 -0.257 1.412 -0.224
H -3.603 -0.581 2.392 0.232
H -4.117 -0.011 0.788 0.195
C -2.363 0.987 1.542 -0.431
C -1.230 0.834 2.522 0.027
C 0.005 1.200 2.205 -0.196
C 1.173 1.115 3.139 -0.434
C 0.865 0.218 4.334 -0.391
C -0.495 0.595 4.907 -0.386
C -1.583 0.297 3.880 -0.466
H -2.531 0.732 4.207 0.206
H -1.730 -0.785 3.811 0.246
H -0.691 0.039 5.826 0.207
H -0.498 1.660 5.150 0.193
H 0.837 -0.825 4.014 0.193
H 1.645 0.320 5.092 0.205
H 2.050 0.748 2.601 0.200
H 1.416 2.125 3.488 0.209
H 0.213 1.620 1.229 0.202
H -1.965 1.254 0.560 0.207
H -3.007 1.807 1.875 0.213
H -2.196 -3.657 -0.314 0.207
H -1.905 -4.574 1.173 0.241
H -0.957 -2.679 -1.993 0.217
H -0.380 -0.547 -3.130 0.235
H 3.335 1.225 -3.176 0.395
H 2.813 0.932 -5.559 0.198
H 1.182 1.491 -5.114 0.221
H 3.738 3.143 -4.791 0.201
H 2.103 3.655 -4.351 0.221
H 2.518 3.378 -6.050 0.215
```